1.
A structure of composition Cl2O8Ti. Source: the OMol25 dataset; level of theory: ωB97M-V/def2-TZVPD.

The multiplicity is 4. Its expectation value of S² is 3.75. The LUMO energy (alpha / beta) is -3.18 / -1.88 eV. The value obtained for the total energy is -64519.1154 eV. The value obtained for the HOMO energy (alpha / beta) is -4.561 / -4.561 eV. As for the net charge: -1. The energy above the lowest of the compared OMol25 structures with the same formula, charge and spin is 6.2470 eV. The largest force on an atom is 7.0 eV/A.

Structure (XYZ):
```
11
Properties=species:S:1:pos:R:3:forces:R:3:lowdin_spin:R:1
Ti 8.827 2.103 1.268 -0.64 -0.12 -0.07 2.99
Cl -5.077 -1.497 -1.141 -0.76 6.50 2.35 0.00
O -6.064 -0.754 -1.935 1.20 -0.25 -0.50 0.00
O -5.510 -1.395 0.207 -0.91 0.05 2.16 0.00
O -5.064 -2.801 -1.489 0.39 -6.45 -2.65 0.00
O -3.749 -0.922 -1.151 0.00 0.12 -1.38 0.00
Cl 3.311 1.047 0.799 1.46 0.34 6.77 0.00
O 2.276 0.605 0.037 -3.01 -1.28 -4.04 0.00
O 2.771 2.052 1.727 0.45 -0.89 0.07 0.00
O 3.879 -0.132 1.499 -0.25 1.06 -0.12 0.00
O 4.400 1.694 0.179 2.08 0.92 -2.58 0.01
```
Positions in Å, forces in eV/Å.

***

2.
The molecule CF3N2O2PS2. Source: the OMol25 dataset; level of theory: ωB97M-V/def2-TZVPD.

The multiplicity is 1. The LUMO energy is -1.79 eV. The value obtained for the total energy is -47220.0008 eV. The value obtained for the HOMO energy is -10.140 eV. The energy above the lowest of the compared OMol25 structures with the same formula, charge and spin is 0.2075 eV. The largest force on an atom is 3.6 eV/A.

Structure (XYZ):
```
11
Properties=species:S:1:pos:R:3:forces:R:3:nbo_charge:R:1
C 1.459 0.909 -0.440 1.76 -0.12 1.90 0.70
N 0.447 -1.821 -0.711 -0.12 -0.68 -0.06 -1.15
N -0.926 -0.108 0.267 -1.40 1.45 0.15 -1.12
O -1.342 -2.648 0.723 -0.58 0.43 -0.04 -0.88
O -2.951 0.976 1.362 1.82 0.76 -0.90 -0.81
F 0.725 1.459 -1.354 -1.17 0.20 -1.18 -0.32
F 2.681 1.564 -0.554 -0.70 -0.95 0.36 -0.36
F 0.950 1.297 0.797 1.65 0.26 -0.75 -0.37
P 1.801 -1.133 -0.518 -0.47 1.30 -0.51 1.12
S -1.232 -1.659 -0.332 1.55 0.02 0.24 1.64
S -1.613 1.164 0.761 -2.35 -2.67 0.80 1.55
```
Positions in Å, forces in eV/Å.